Entry from the OMol25 dataset: a 2-piece molecular cluster, C11H11N overall (ωB97M-V/def2-TZVPD).

Bonds (Å) are listed after each position.
Cartesian coordinates (Å):
1 H -2.125 -1.833 -0.548  C23 1.076
2 H -5.864 1.600 0.178  C13 1.089
3 C -3.901 -1.324 0.533  H8 1.111, C11 1.424, C23 1.318
4 C 4.574 1.171 0.661  C6 1.419, C18 1.400, H19 1.102
5 N 3.987 -1.333 -0.491  C10 1.350, C17 1.316
6 C 3.401 0.447 1.002  C4 1.419, H15 1.060, C17 1.387
7 H 5.786 -1.157 -1.503  C10 1.078
8 H -4.191 -2.154 1.213  C3 1.111
9 H -3.845 2.071 -1.449  C16 1.157
10 C 5.125 -0.676 -0.800  N5 1.350, H7 1.078, C18 1.398
11 C -4.881 -0.315 0.756  C3 1.424, C13 1.409, H14 1.159
12 C -2.804 0.279 -0.919  C16 1.413, H21 0.984, C23 1.541
13 C -5.045 0.894 0.051  H2 1.089, C11 1.409, C16 1.433
14 H -5.876 -0.734 1.178  C11 1.159
15 H 2.661 0.779 1.684  C6 1.060
16 C -3.974 1.070 -0.883  H9 1.157, C12 1.413, C13 1.433
17 C 3.157 -0.753 0.351  N5 1.316, C6 1.387, H20 1.069
18 C 5.439 0.577 -0.265  C4 1.400, C10 1.398, H22 1.075
19 H 4.751 2.188 1.048  C4 1.102
20 H 2.251 -1.276 0.567  C17 1.069
21 H -2.090 0.566 -1.534  C12 0.984
22 H 6.371 1.048 -0.521  C18 1.075
23 C -2.906 -1.132 -0.310  H1 1.076, C3 1.318, C12 1.541

Results
HOMO energy: -8.989 eV
Kohn-Sham gap: 9.8 eV
LUMO level: 0.8 eV
relative energy (zero: lowest compared OMol25 entry of this formula, charge and spin): 251.6 kJ/mol

---

Entry from the OMol25 dataset: a 2-piece molecular cluster, C11H11N overall (ωB97M-V/def2-TZVPD).

Bonds (Å) are listed after each position.
Cartesian coordinates (Å):
1 H -3.551 1.389 1.422  C21 1.007
2 H -4.602 -0.641 0.446  C15 1.117
3 H -1.481 2.205 1.087  C12 1.055
4 H 0.136 1.136 -0.358  C19 1.118
5 C 1.245 -1.157 0.110  N6 1.425, C7 1.383, H11 1.071
6 N 1.009 -0.036 -0.737  C5 1.425, C14 1.328
7 C 2.411 -1.227 0.850  C5 1.383, C13 1.349, H18 0.989
8 C -2.615 -1.105 -0.504  H10 1.071, C15 1.386, C23 1.423
9 H 4.043 1.454 -0.315  C17 1.073
10 H -3.009 -1.924 -1.070  C8 1.071
11 H 0.581 -1.975 -0.086  C5 1.071
12 C -1.700 1.313 0.568  H3 1.055, C19 1.368, C21 1.430
13 C 3.271 -0.196 0.726  C7 1.349, C17 1.426, H20 1.168
14 C 1.838 0.996 -0.847  N6 1.328, C17 1.461, H22 1.211
15 C -3.531 -0.388 0.249  H2 1.117, C8 1.386, C21 1.412
16 H -0.596 -0.828 -1.686  C23 1.167
17 C 3.154 0.857 -0.228  H9 1.073, C13 1.426, C14 1.461
18 H 2.421 -2.032 1.425  C7 0.989
19 C -0.861 0.637 -0.274  H4 1.118, C12 1.368, C23 1.418
20 H 4.055 -0.107 1.589  C13 1.168
21 C -3.005 0.788 0.826  H1 1.007, C12 1.430, C15 1.412
22 H 1.602 2.064 -1.368  C14 1.211
23 C -1.317 -0.600 -0.797  C8 1.423, H16 1.167, C19 1.418

Results
HOMO energy: -8.019 eV
Kohn-Sham gap: 8.7 eV
LUMO level: 0.6 eV
relative energy (zero: lowest compared OMol25 entry of this formula, charge and spin): 613.6 kJ/mol

---

Entry from the OMol25 dataset: an isolated ion of composition C11H11N2 and charge +1 (ωB97M-V/def2-TZVPD).

Bonds (Å) are listed after each position.
Cartesian coordinates (Å):
1 N 0.538 1.462 -1.785  C17 1.370, C22 1.284
2 C 0.082 0.588 1.010  C4 1.476, C6 1.323, H8 1.127
3 H -0.994 0.357 5.229  C18 1.191
4 C 0.029 -0.028 2.350  C2 1.476, H10 1.150, C19 1.355
5 H -0.751 -0.692 -4.668  C20 1.098
6 C 0.020 -0.060 -0.142  C2 1.323, N12 1.587, C17 1.442
7 H -0.640 -1.696 -2.496  C9 1.070
8 H 0.227 1.704 0.953  C2 1.127
9 C -0.392 -0.657 -2.547  H7 1.070, C17 1.383, C20 1.408
10 H -0.299 -1.122 2.484  C4 1.150
11 H 0.812 -0.194 5.462  C18 1.099
12 N -0.410 -1.570 0.089  C6 1.587, C16 1.173
13 H 0.423 1.286 -5.110  C23 1.094
14 H -0.773 -3.211 -1.349  C16 1.044
15 H 0.798 1.434 3.803  C19 1.084
16 C -0.601 -2.387 -0.731  N12 1.173, H14 1.044
17 C -0.011 0.228 -1.555  N1 1.370, C6 1.442, C9 1.383
18 C -0.056 -0.229 4.789  H3 1.191, H11 1.099, C19 1.469, H21 1.116
19 C 0.279 0.514 3.566  C4 1.355, H15 1.084, C18 1.469
20 C -0.242 -0.159 -3.855  H5 1.098, C9 1.408, C23 1.360
21 H -0.375 -1.296 4.717  C18 1.116
22 C 0.770 1.828 -2.993  N1 1.284, C23 1.373, H24 1.132
23 C 0.377 1.038 -4.045  H13 1.094, C20 1.360, C22 1.373
24 H 1.188 2.864 -3.178  C22 1.132

Results
HOMO energy: -12.204 eV
Kohn-Sham gap: 7.3 eV
LUMO level: -4.9 eV
charge: +1
relative energy (zero: lowest compared OMol25 entry of this formula, charge and spin): 504.1 kJ/mol

---

Entry from the OMol25 dataset: an isolated ion of composition C11H11N3 and charge +2 (ωB97M-V/def2-TZVPD).

Bonds (Å) are listed after each position.
Cartesian coordinates (Å):
1 H -0.679 -2.866 -0.358  N20 0.979
2 H -2.959 -2.542 -0.356  C16 1.148
3 H 4.206 -1.245 -0.873  C17 1.074
4 C 3.488 0.800 -0.292  C17 1.440, H19 1.007, C25 1.343
5 C -1.103 1.298 0.338  C6 1.312, C22 1.331
6 C 0.133 1.697 0.522  C5 1.312, C14 1.424, H24 1.055
7 C 2.345 -1.361 -0.135  C11 1.452, C17 1.350, H21 1.140
8 H 2.737 2.485 0.414  C25 1.031
9 H -3.655 2.347 -0.304  N13 1.015
10 H -3.787 -0.645 0.330  N23 1.038
11 C 1.180 -0.616 0.308  C7 1.452, C14 1.435, C15 1.412
12 H -0.750 -0.634 1.353  C15 1.129
13 N -3.210 1.532 -0.714  H9 1.015, H18 0.998, C22 1.352
14 C 1.245 0.812 0.430  C6 1.424, C11 1.435, C25 1.423
15 C -0.072 -1.179 0.635  C11 1.412, H12 1.129, N20 1.308
16 C -2.235 -1.714 -0.024  H2 1.148, N20 1.369, N23 1.333
17 C 3.414 -0.623 -0.501  H3 1.074, C4 1.440, C7 1.350
18 H -3.665 1.281 -1.565  N13 0.998
19 H 4.396 1.163 -0.530  C4 1.007
20 N -0.907 -2.027 0.092  H1 0.979, C15 1.308, C16 1.369
21 H 2.265 -2.492 -0.015  C7 1.140
22 C -2.298 0.825 -0.008  C5 1.331, N13 1.352, N23 1.449
23 N -2.759 -0.522 0.263  H10 1.038, C16 1.333, C22 1.449
24 H 0.201 2.721 0.768  C6 1.055
25 C 2.469 1.508 0.224  C4 1.343, H8 1.031, C14 1.423

Results
HOMO energy (spin up / spin down): -16.386 / -16.385 eV
Kohn-Sham gap (spin up / spin down): 6.7 / 6.7 eV
LUMO level (spin up / spin down): -9.7 / -9.7 eV
charge: +2

---

Entry from the OMol25 dataset: one molecule with the formula C11H11NO (ωB97M-V/def2-TZVPD).

Bonds (Å) are listed after each position.
Cartesian coordinates (Å):
1 C 1.439 -0.565 -2.638  H12 1.094, C17 1.408, C23 1.440
2 O 1.073 0.964 1.492  C8 1.355, C14 1.380
3 C -0.776 -0.976 -1.044  C4 1.423, H18 1.116, C20 1.352
4 C 0.329 -0.258 -0.507  C3 1.423, C8 1.438, C17 1.367
5 N -1.788 2.077 3.638  C7 1.119
6 H 0.089 -1.778 -4.129  C23 1.090
7 C -1.736 1.124 3.054  N5 1.119, C11 1.413
8 C 0.497 -0.118 0.914  O2 1.355, C4 1.438, C22 1.584
9 H -0.811 -1.796 1.466  C22 1.115
10 H 1.947 2.143 0.341  C14 1.085
11 C -1.651 -0.034 2.250  C7 1.413, H21 1.110, C22 1.549
12 H 2.433 -0.525 -3.094  C1 1.094
13 H 0.190 -1.179 2.913  C22 1.143
14 C 0.976 2.167 0.824  O2 1.380, H10 1.085, H19 1.073, H24 1.120
15 H -1.735 -1.972 -2.588  C20 1.116
16 H 2.223 0.237 -0.739  C17 1.042
17 C 1.416 -0.080 -1.316  C1 1.408, C4 1.367, H16 1.042
18 H -1.786 -0.915 -0.574  C3 1.116
19 H 0.981 3.020 1.476  C14 1.073
20 C -0.783 -1.460 -2.307  C3 1.352, H15 1.116, C23 1.420
21 H -2.600 -0.095 1.678  C11 1.110
22 C -0.392 -0.893 1.971  C8 1.584, H9 1.115, C11 1.549, H13 1.143
23 C 0.333 -1.316 -3.172  C1 1.440, H6 1.090, C20 1.420
24 H 0.133 2.229 0.089  C14 1.120

Results
HOMO energy (spin up / spin down): -8.694 / -7.180 eV
Kohn-Sham gap (spin up / spin down): 8.3 / 6.2 eV
LUMO level (spin up / spin down): -0.4 / -1.0 eV
relative energy (zero: lowest compared OMol25 entry of this formula, charge and spin): 476.5 kJ/mol

---

Entry from the OMol25 dataset: one molecule with the formula C11H11NO3 (ωB97M-V/def2-TZVPD).

Bonds (Å) are listed after each position.
Cartesian coordinates (Å):
1 H -1.152 2.046 2.297  C17 1.108
2 C -3.449 0.342 1.278  C5 1.554, O13 1.190, N14 1.468
3 C 0.341 1.025 -0.728  O10 1.390, C18 1.461, C19 1.464
4 H 2.144 -2.240 0.730  C7 1.122
5 C -2.044 0.742 0.749  C2 1.554, C12 1.471, C17 1.441
6 H 1.110 2.301 0.926  C19 1.109
7 C 2.287 -1.144 0.925  H4 1.122, H9 1.115, H11 1.127, C21 1.575
8 C -3.248 -0.764 -0.820  C12 1.559, N14 1.462, O26 1.188
9 H 1.279 -0.711 1.122  C7 1.115
10 O 1.527 1.154 -1.442  C3 1.390, C22 1.456
11 H 2.892 -1.074 1.874  C7 1.127
12 C -1.944 0.045 -0.543  C5 1.471, C8 1.559, C18 1.445
13 O -4.160 0.828 2.099  C2 1.190
14 N -3.836 -0.853 0.516  C2 1.468, C8 1.462, H16 1.028
15 H -0.638 -0.284 -2.290  C18 1.108
16 H -3.417 -1.716 0.884  N14 1.028
17 C -1.000 1.559 1.314  H1 1.108, C5 1.441, C19 1.462
18 C -0.727 0.211 -1.303  C3 1.461, C12 1.445, H15 1.108
19 C 0.243 1.716 0.559  C3 1.464, H6 1.109, C17 1.462
20 H 3.940 -1.085 -0.524  C21 1.124
21 C 3.091 -0.415 -0.216  C7 1.575, H20 1.124, C22 1.570, H25 1.126
22 C 2.257 -0.104 -1.509  O10 1.456, C21 1.570, H23 1.122, H24 1.125
23 H 1.605 -0.961 -1.824  C22 1.122
24 H 2.993 0.040 -2.347  C22 1.125
25 H 3.545 0.559 0.119  C21 1.126
26 O -3.639 -1.216 -1.847  C8 1.188

Results
HOMO energy: -9.356 eV
Kohn-Sham gap: 8.9 eV
LUMO level: -0.4 eV
relative energy (zero: lowest compared OMol25 entry of this formula, charge and spin): 211.4 kJ/mol

---

Entry from the OMol25 dataset: one molecule with the formula C11H11NO3 (ωB97M-V/def2-TZVPD).

Bonds (Å) are listed after each position.
Cartesian coordinates (Å):
1 H -3.105 -0.009 -0.342  C12 1.128
2 H -1.947 0.445 1.953  C15 1.098
3 C 3.213 -0.290 -0.079  H18 1.181, C19 1.446, C21 1.351
4 H 0.596 1.103 -1.400  C24 1.063
5 H -1.072 -1.345 -0.999  C23 1.145
6 O 2.249 2.050 1.864  N16 1.186
7 H -2.867 1.617 1.277  C15 0.996
8 H 3.328 -1.977 1.025  C19 1.014
9 H 2.820 1.394 -1.388  C21 1.085
10 H -1.502 -1.441 0.737  C23 1.113
11 C 0.357 -0.392 0.343  C17 1.499, C20 1.449, C23 1.507, C24 1.513
12 C -2.044 0.347 -0.201  H1 1.128, H13 1.103, C15 1.540, C23 1.488
13 H -1.643 0.923 -1.052  C12 1.103
14 C -0.738 1.910 1.146  C15 1.476, C17 1.510, O22 1.175
15 C -2.003 1.150 1.113  H2 1.098, H7 0.996, C12 1.540, C14 1.476
16 N 1.402 1.244 2.061  O6 1.186, C17 1.490, O25 1.191
17 C 0.429 0.969 0.966  C11 1.499, C14 1.510, N16 1.490, C24 1.598
18 H 4.322 -0.551 -0.393  C3 1.181
19 C 2.608 -1.330 0.721  C3 1.446, H8 1.014, C20 1.377
20 C 1.240 -1.434 0.828  C11 1.449, C19 1.377, H26 1.157
21 C 2.458 0.656 -0.680  C3 1.351, H9 1.085, C24 1.478
22 O -0.655 3.015 1.536  C14 1.175
23 C -1.061 -0.754 -0.019  H5 1.145, H10 1.113, C11 1.507, C12 1.488
24 C 0.990 0.690 -0.504  H4 1.063, C11 1.513, C17 1.598, C21 1.478
25 O 1.217 0.694 3.101  N16 1.191
26 H 0.711 -2.254 1.448  C20 1.157

Results
HOMO energy: -8.680 eV
Kohn-Sham gap: 8.8 eV
LUMO level: 0.2 eV
relative energy (zero: lowest compared OMol25 entry of this formula, charge and spin): 608.2 kJ/mol

---

Entry from the OMol25 dataset: one molecule with the formula C11H12 (ωB97M-V/def2-TZVPD).

Bonds (Å) are listed after each position.
Cartesian coordinates (Å):
1 H 0.858 3.097 2.355  C19 1.123
2 H -2.084 -1.278 -2.361  C5 1.084
3 C 0.791 -1.960 1.411  C15 1.408, H17 1.040, H23 1.095
4 H -0.062 -2.306 -1.462  C21 1.102
5 C -1.794 -1.001 -1.354  H2 1.084, H9 1.121, C14 1.503, C21 1.520
6 H -2.049 -3.250 -0.998  C14 1.141
7 H 0.914 0.471 2.414  C20 1.122
8 C 0.966 3.092 0.198  C10 1.386, C19 1.440, H22 1.108
9 H -2.025 -0.007 -0.891  C5 1.121
10 C 0.987 2.414 -1.011  C8 1.386, C11 1.416, H13 1.121
11 C 0.851 1.005 -0.997  C10 1.416, C12 1.461, H18 1.116
12 C 0.648 0.293 0.263  C11 1.461, C15 1.470, C20 1.415
13 H 1.205 2.910 -1.992  C10 1.121
14 C -1.923 -2.231 -0.500  C5 1.503, H6 1.141, H16 1.111, C21 1.521
15 C 0.406 -1.156 0.322  C3 1.408, C12 1.470, C21 1.507
16 H -2.422 -2.156 0.490  C14 1.111
17 H 0.543 -2.968 1.472  C3 1.040
18 H 0.960 0.429 -1.946  C11 1.116
19 C 0.811 2.420 1.461  H1 1.123, C8 1.440, C20 1.381
20 C 0.751 1.040 1.460  H7 1.122, C12 1.415, C19 1.381
21 C -0.550 -1.625 -0.745  H4 1.102, C5 1.520, C14 1.521, C15 1.507
22 H 0.970 4.200 0.156  C8 1.108
23 H 1.249 -1.433 2.255  C3 1.095

Results
HOMO energy: -8.281 eV
Kohn-Sham gap: 8.8 eV
LUMO level: 0.6 eV
relative energy (zero: lowest compared OMol25 entry of this formula, charge and spin): 96.9 kJ/mol

---

Entry from the OMol25 dataset: one molecule with the formula C11H12BrNO (ωB97M-V/def2-TZVPD).

Bonds (Å) are listed after each position.
Cartesian coordinates (Å):
1 C 2.668 1.453 -0.849  C6 1.473, H10 1.117, H14 1.024, H19 1.161
2 H 2.954 0.754 0.965  C6 1.087
3 C 0.587 -0.824 1.531  N17 1.273, H18 1.099, C20 1.526
4 H 0.665 2.727 0.512  C13 1.157
5 C -3.388 -1.997 -0.528  H9 1.111, C16 1.384, C26 1.341
6 C 2.073 1.148 0.464  C1 1.473, H2 1.087, C13 1.518, C20 1.635
7 H -3.131 -2.433 1.499  C16 1.144
8 O 0.193 0.029 -0.722  C20 1.367, C24 1.337
9 H -4.438 -2.352 -0.447  C5 1.111
10 H 3.203 0.661 -1.428  C1 1.117
11 C -1.404 -1.210 0.543  C16 1.408, N17 1.372, C24 1.407
12 H -3.711 -1.402 -2.429  C26 1.041
13 C 1.453 2.294 1.241  H4 1.157, C6 1.518, H15 1.053, H23 1.098
14 H 1.934 1.777 -1.485  C1 1.024
15 H 0.869 1.929 2.037  C13 1.053
16 C -2.599 -1.951 0.608  C5 1.384, H7 1.144, C11 1.408
17 N -0.602 -1.264 1.654  C3 1.273, C11 1.372
18 H 1.138 -0.751 2.479  C3 1.099
19 H 3.298 2.395 -0.599  C1 1.161
20 C 1.121 -0.166 0.262  C3 1.526, C6 1.635, O8 1.367, Br21 2.037
21 Br 2.567 -1.442 -0.395  C20 2.037
22 H -1.634 -0.027 -2.589  C25 1.076
23 H 2.117 3.077 1.631  C13 1.098
24 C -0.994 -0.582 -0.648  O8 1.337, C11 1.407, C25 1.367
25 C -1.906 -0.503 -1.663  H22 1.076, C24 1.367, C26 1.405
26 C -3.031 -1.343 -1.643  C5 1.341, H12 1.041, C25 1.405

Results
HOMO energy: -8.712 eV
Kohn-Sham gap: 8.9 eV
LUMO level: 0.1 eV
relative energy (zero: lowest compared OMol25 entry of this formula, charge and spin): 123.2 kJ/mol

---

F_max in eV Å⁻¹, matching the order above: 8.29, 6.71, 3.69, 4.96, 5.64, 2.94, 4.22, 5.09, 3.53